Entry 1:
C5H13N4 | wB97M-V/def2-TZVPD

Lowest unoccupied orbital energy: -3.411 eV
E_tot: -11347.6721 eV
HOMO: -12.75 eV
ΔE to the lowest compared entry with this formula, charge and spin: 56.3 kcal/mol
HOMO-LUMO gap: 9.3 eV

ORCA input file:
```
! wB97M-V def2-TZVPD RIJCOSX def2/J DEFGRID3
* xyz 1 1
C -1.39 -0.39 -0.28
C -1.98 1.98 -0.14
C 1.85 0.31 -0.46
C 2.73 -0.82 -0.57
C -1.11 -2.75 0.12
N -0.73 -1.36 0.00
N 1.05 0.39 0.50
N -1.78 0.68 -0.68
N -0.82 2.28 0.76
H -1.90 2.59 -1.12
H -2.96 2.07 0.31
H 1.76 1.11 -1.28
H 2.73 -1.39 0.24
H 3.66 -0.36 -0.70
H 2.67 -1.44 -1.42
H -0.43 -3.22 -0.57
H -2.12 -2.96 -0.17
H -0.97 -3.10 1.20
H 1.15 -0.33 1.27
H -1.19 2.32 1.80
H -0.59 3.23 0.59
H 0.36 1.16 0.59
*
```

---

Entry 2:
C33H57Cl12MgO20S | wB97M-V/def2-TZVPD

Lowest unoccupied orbital energy: 1.736 eV
E_tot: -242653.2955 eV
HOMO: -5.52 eV
HOMO-LUMO gap: 7.3 eV

ORCA input file:
```
! wB97M-V def2-TZVPD RIJCOSX def2/J DEFGRID3
* xyz -1 1
Mg -1.63 -0.29 -1.40
S 0.38 -0.50 0.11
O -0.98 0.00 0.33
O 1.35 0.53 0.41
O 0.60 -1.77 0.74
O 0.15 -0.64 -1.33
C -2.37 -1.24 -4.53
O -2.02 -0.66 -3.31
H -1.50 -1.67 -5.01
H -3.08 -2.07 -4.50
H -2.78 -0.47 -5.19
C 3.87 -0.69 -1.35
C 3.79 -1.48 0.00
C 3.45 -2.98 -0.14
O 4.40 -3.58 0.59
C 5.23 -2.72 1.13
O 6.15 -3.07 1.92
O 5.09 -1.55 0.56
H 4.42 -1.21 -2.12
H 4.37 0.27 -1.22
H 2.85 -0.55 -1.71
H 3.15 -0.95 0.71
H 3.27 -3.28 -1.18
H 2.48 -3.34 0.21
C -6.24 2.65 1.95
C -5.97 2.61 0.41
C -4.89 3.56 -0.10
O -4.04 2.70 -0.82
C -4.25 1.43 -0.53
O -3.51 0.50 -0.88
O -5.45 1.35 0.11
H -6.61 1.68 2.28
H -6.85 3.53 2.15
H -5.29 2.72 2.49
H -6.89 2.70 -0.16
H -4.36 4.08 0.69
H -5.29 4.31 -0.79
C -1.52 -6.06 0.81
C -2.33 -5.51 -0.32
C -3.81 -5.26 0.03
O -3.97 -3.89 -0.37
C -2.77 -3.31 -0.48
O -2.62 -2.12 -0.67
O -1.83 -4.26 -0.43
H -1.52 -5.50 1.74
H -0.46 -6.22 0.63
H -1.87 -7.07 1.04
H -2.18 -6.04 -1.26
H -3.80 -5.42 1.10
H -4.48 -5.93 -0.50
C -0.38 2.37 4.03
C -0.52 2.60 2.53
C -1.87 2.86 1.99
O -1.76 4.01 1.17
C -0.62 4.67 1.49
O -0.40 5.87 1.21
O 0.14 3.84 2.24
H -0.51 1.30 4.16
H -1.15 2.86 4.62
H 0.61 2.69 4.35
H 0.00 1.86 1.93
H -2.53 3.02 2.84
H -2.11 1.95 1.43
C 1.17 5.69 -2.23
C -0.26 5.10 -2.19
C -0.81 4.67 -3.55
O -1.11 3.32 -3.37
C -0.90 2.89 -2.16
O -1.15 1.83 -1.67
O -0.19 3.87 -1.53
H 1.94 4.95 -2.46
H 1.43 6.19 -1.30
H 1.17 6.52 -2.93
H -0.92 5.82 -1.71
H -0.06 4.91 -4.30
H -1.71 5.24 -3.79
Cl 2.01 0.09 -6.16
C 1.08 0.49 -4.66
C 1.79 1.51 -3.82
Cl 2.05 3.03 -4.74
H 1.03 -0.43 -4.07
H 0.06 0.77 -4.95
H 2.79 1.13 -3.61
H 1.43 1.71 -2.81
Cl 1.19 -5.55 3.79
C 1.70 -4.42 2.54
C 2.11 -3.07 3.17
Cl 3.61 -3.12 4.05
H 0.86 -4.29 1.86
H 2.50 -4.81 1.91
H 1.38 -2.58 3.82
H 2.20 -2.30 2.41
Cl -2.63 -3.62 3.74
C -2.20 -2.22 2.66
C -1.75 -0.99 3.42
Cl -2.99 -0.26 4.49
H -3.08 -1.90 2.10
H -1.53 -2.62 1.90
H -1.36 -0.22 2.75
H -0.89 -1.22 4.05
Cl 1.02 -5.08 -1.66
C 0.39 -3.76 -2.63
C 1.07 -3.60 -4.00
Cl 2.68 -2.84 -3.82
H 0.45 -2.86 -2.01
H -0.67 -3.97 -2.74
H 0.54 -2.92 -4.66
H 1.13 -4.55 -4.53
Cl 4.75 3.08 -1.38
C 3.42 2.59 -0.29
C 3.23 3.63 0.85
Cl 4.77 3.87 1.66
H 3.56 1.58 0.11
H 2.52 2.50 -0.90
H 2.47 3.45 1.61
H 3.04 4.59 0.37
Cl 5.38 1.08 4.62
C 4.32 0.49 3.22
C 2.86 0.76 3.40
Cl 2.20 0.00 4.88
H 4.58 -0.57 3.20
H 4.65 1.02 2.32
H 2.29 0.32 2.57
H 2.65 1.82 3.35
*
```

---

Entry 3:
C6H11NO2 | wB97M-V/def2-TZVPD

Lowest unoccupied orbital energy: 0.270 eV
E_tot: -11985.4280 eV
HOMO: -9.73 eV
ΔE to the lowest compared entry with this formula, charge and spin: 19.4 kcal/mol
HOMO-LUMO gap: 10.0 eV
SMILES string: CC(C)(C)/C=N\C(=O)O

ORCA input file:
```
! wB97M-V def2-TZVPD RIJCOSX def2/J DEFGRID3
* xyz 0 1
C -0.02 0.52 -0.43
C 0.52 1.80 -1.09
C -1.37 0.82 0.22
C -0.17 -0.57 -1.50
C 0.06 -1.94 1.60
C 0.97 0.08 0.61
O 0.56 -2.71 2.56
N 1.00 -0.89 1.42
O -0.98 -2.13 1.04
H 1.41 -2.26 2.81
H 1.85 0.73 0.71
H 0.63 2.60 -0.36
H 1.48 1.62 -1.57
H -0.18 2.15 -1.85
H -2.06 1.20 -0.53
H -1.80 -0.09 0.65
H -1.27 1.57 1.01
H 0.79 -0.81 -1.95
H -0.84 -0.22 -2.28
H -0.59 -1.47 -1.07
*
```

---

Entry 4:
C3H35N2O12 | wB97M-V/def2-TZVPD

Lowest unoccupied orbital energy: -2.252 eV
E_tot: -31226.7781 eV
HOMO: -12.10 eV
ΔE to the lowest compared entry with this formula, charge and spin: 0.0 kcal/mol
HOMO-LUMO gap: 9.8 eV

ORCA input file:
```
! wB97M-V def2-TZVPD RIJCOSX def2/J DEFGRID3
* xyz 1 1
C 2.40 0.82 -0.50
C 1.08 0.11 -0.31
C 0.93 -0.49 1.07
N -0.32 -1.24 1.18
N 3.52 -0.14 -0.22
H 2.50 1.69 0.16
H 2.46 1.18 -1.53
H 0.97 -0.66 -1.08
H 0.28 0.86 -0.43
H 1.75 -1.19 1.26
H 1.01 0.33 1.79
H -1.15 -0.73 0.92
H -0.45 -1.59 2.12
H 4.37 0.16 -0.69
H 3.70 -0.23 0.81
H 3.20 -1.09 -0.59
H -3.05 2.02 -0.98
H -4.56 1.87 -0.59
O -3.70 1.46 -0.43
H -0.36 -2.75 -0.79
H -0.24 -2.36 -2.29
O 0.11 -2.99 -1.61
H -1.59 0.25 4.48
H -1.83 0.77 3.04
O -1.22 0.22 3.59
H -0.65 0.51 -3.47
H -0.65 1.74 -4.44
O -0.49 1.49 -3.52
H -1.46 2.50 -2.39
H -1.47 3.27 -0.93
O -2.01 2.93 -1.69
H -2.00 -1.03 -2.83
H -1.32 -1.63 -4.12
O -1.13 -1.14 -3.30
H 2.99 -0.16 3.05
H 3.64 -1.47 2.60
O 3.73 -0.49 2.52
H -0.76 4.54 0.80
H -1.33 3.12 1.24
O -0.78 3.60 0.60
H -3.52 2.26 2.59
H -3.09 1.66 1.19
O -2.77 1.92 2.10
H 1.91 -2.70 3.04
H 2.97 -3.80 3.17
O 2.71 -3.05 2.62
H -3.60 0.03 -1.49
H -4.34 -1.15 -2.23
O -3.47 -0.78 -2.03
H 1.74 -2.77 -1.03
H 2.66 -3.06 0.21
O 2.67 -2.62 -0.66
*
```

---

Entry 5:
C19H23CoN3O3S | wB97M-V/def2-TZVPD

Lowest unoccupied orbital energy (alpha / beta): -3.914 / -4.169 eV
E_tot: -79145.6259 eV
HOMO (alpha / beta): -11.85 / -11.85 eV
ΔE to the lowest compared entry with this formula, charge and spin: 8.1 kcal/mol
HOMO-LUMO gap (alpha / beta): 7.9 / 7.7 eV

ORCA input file:
```
! wB97M-V def2-TZVPD RIJCOSX def2/J DEFGRID3
* xyz 1 1
Co 0.52 2.12 -0.06
N 0.62 2.22 2.03
N 1.96 1.99 2.39
C 2.90 2.04 1.36
O 4.08 2.08 1.58
O 2.31 2.00 0.18
H 0.31 3.14 2.32
H 0.03 1.51 2.46
H 2.27 2.28 3.30
C 0.87 -4.70 -1.28
C 1.01 -3.82 -0.02
C 2.37 -3.14 -0.05
C 0.92 -4.70 1.23
C -0.14 -2.81 0.00
C -1.47 -3.27 0.00
C -2.56 -2.42 0.01
C -2.31 -1.05 0.02
S -3.44 0.28 0.02
C -2.12 1.38 0.03
N -0.94 0.81 0.05
C -1.01 -0.57 0.03
C 0.08 -1.44 0.02
C -2.15 2.83 0.01
C -3.31 3.60 0.03
C -3.19 4.99 0.01
C -1.93 5.58 -0.03
C -0.78 4.79 -0.06
C -0.89 3.42 -0.04
H 1.69 -5.41 -1.32
H 0.90 -4.09 -2.18
H -0.06 -5.26 -1.28
H 3.15 -3.90 -0.07
H 2.54 -2.53 0.84
H 2.50 -2.52 -0.94
H 1.74 -5.42 1.24
H -0.02 -5.26 1.28
H 0.99 -4.09 2.14
H -1.66 -4.33 0.00
H -3.57 -2.81 0.01
H 1.08 -1.03 0.04
H -4.28 3.13 0.06
H -4.08 5.60 0.02
H -1.84 6.65 -0.05
H 0.19 5.28 -0.10
C 1.41 0.88 -2.58
O 0.62 1.95 -2.00
H 1.46 1.01 -3.66
H 0.97 -0.09 -2.34
H 2.40 0.95 -2.15
H -0.17 2.11 -2.52
*
```

---

Entry 6:
C29H42F9N2O13PS | wB97M-V/def2-TZVPD

Lowest unoccupied orbital energy: -0.188 eV
E_tot: -104917.5812 eV
HOMO: -8.80 eV
HOMO-LUMO gap: 8.6 eV
SMILES string: NC(=O)CC[C@]1(P(N)O)OS(=O)(=O)O[C@@]1(CCCCO)CCc1ccccc1.CCOC(=O)C(F)(F)F.CCOC(=O)C(F)(F)F.CCOC(=O)C(F)(F)F

ORCA input file:
```
! wB97M-V def2-TZVPD RIJCOSX def2/J DEFGRID3
* xyz 0 1
N -4.58 -4.00 4.12
C -3.17 -3.41 3.87
O -2.12 -4.16 3.52
C -3.09 -1.75 4.11
C -1.64 -1.26 4.68
C -0.55 -0.82 3.52
P -0.65 -1.73 1.80
N 0.61 -1.10 0.68
O -2.15 -1.40 0.98
O 0.69 -1.47 4.06
S 2.14 -0.68 3.62
O 3.03 -1.50 2.62
O 3.07 -0.57 4.86
O 1.36 0.73 3.02
C -0.06 0.78 3.50
C -0.04 1.60 4.91
C 1.30 2.50 5.19
C 1.47 3.83 4.25
C 2.90 3.77 3.40
O 3.11 4.93 2.52
C -1.09 1.66 2.54
C -2.68 1.50 2.93
C -3.57 2.88 2.70
C -3.90 3.54 1.24
C -4.86 4.91 1.16
C -5.53 5.62 2.50
C -5.18 4.96 3.96
C -4.22 3.61 4.03
H -4.77 -3.96 5.17
H -5.21 -3.24 3.74
H -3.50 -1.15 3.19
H -3.87 -1.55 4.99
H -1.85 -0.44 5.49
H -1.17 -2.20 5.26
H 0.56 -0.04 0.61
H 0.44 -1.50 -0.29
H -2.56 -2.31 0.76
H -0.99 2.31 4.99
H -0.12 0.84 5.82
H 1.21 2.89 6.31
H 2.32 1.91 5.14
H 1.61 4.77 4.99
H 0.55 4.10 3.58
H 3.75 3.84 4.24
H 3.05 2.73 2.88
H 2.87 5.76 3.05
H -0.97 1.29 1.42
H -0.86 2.81 2.53
H -2.89 1.14 4.02
H -3.13 0.72 2.14
H -3.46 3.05 0.25
H -5.14 5.41 0.11
H -6.23 6.56 2.48
H -5.58 5.35 4.99
H -4.00 3.13 5.08
C -2.84 -3.42 -3.94
C -1.44 -3.08 -4.43
O -1.29 -1.66 -4.58
C -1.05 -0.95 -3.43
O -0.97 -1.46 -2.32
C -0.87 0.54 -3.75
F -1.82 1.02 -4.60
F 0.34 0.79 -4.34
F -0.92 1.33 -2.64
H -3.59 -2.99 -4.61
H -2.98 -4.50 -3.90
H -3.02 -3.01 -2.95
H -1.27 -3.52 -5.42
H -0.67 -3.48 -3.76
C 4.23 0.01 0.39
C 4.66 1.42 0.04
O 6.02 1.65 0.44
C 6.99 1.16 -0.40
O 6.75 0.55 -1.44
C 8.38 1.51 0.12
F 8.53 1.26 1.45
F 8.68 2.83 -0.06
F 9.38 0.81 -0.50
H 4.39 -0.19 1.45
H 3.17 -0.14 0.15
H 4.82 -0.73 -0.17
H 4.04 2.14 0.59
H 4.53 1.63 -1.03
C 0.86 -1.86 -9.46
C 0.20 -2.95 -10.29
O 0.68 -4.24 -9.91
C 0.13 -4.78 -8.77
O -0.73 -4.22 -8.09
C 0.69 -6.18 -8.51
F 2.05 -6.22 -8.63
F 0.20 -7.10 -9.38
F 0.41 -6.64 -7.26
H 1.95 -1.94 -9.54
H 0.55 -0.87 -9.81
H 0.61 -1.95 -8.40
H 0.45 -2.81 -11.35
H -0.90 -2.90 -10.21
*
```

---

Entry 7:
C2H2ClNO | wB97M-V/def2-TZVPD

Lowest unoccupied orbital energy: 0.328 eV
E_tot: -18164.9245 eV
HOMO: -11.47 eV
ΔE to the lowest compared entry with this formula, charge and spin: 10.4 kcal/mol
HOMO-LUMO gap: 11.8 eV
SMILES string: N#C[C@@H](O)Cl

ORCA input file:
```
! wB97M-V def2-TZVPD RIJCOSX def2/J DEFGRID3
* xyz 0 1
C 0.85 0.57 -0.79
C 0.13 -0.10 0.33
N 1.18 1.31 -1.64
O -1.19 0.44 0.25
Cl 0.40 -1.88 -0.24
H 0.45 -0.15 1.42
H -1.82 -0.18 0.68
*
```

---

Entry 8:
C32H32FeN3O7STe | wB97M-V/def2-TZVPD

Lowest unoccupied orbital energy (alpha / beta): 3.980 / 3.980 eV
E_tot: -105023.8889 eV
HOMO (alpha / beta): -0.35 / -1.76 eV
⟨S²⟩: 8.81
HOMO-LUMO gap (alpha / beta): 4.3 / 5.7 eV

ORCA input file:
```
! wB97M-V def2-TZVPD RIJCOSX def2/J DEFGRID3
* xyz -2 6
Fe 1.91 -2.47 0.52
O 7.74 -0.08 0.77
C 6.50 -0.62 0.67
C 5.75 -0.50 -0.49
C 4.49 -1.07 -0.51
N 4.02 -1.72 0.53
C 4.73 -1.85 1.64
C 5.99 -1.31 1.76
C 4.02 -2.64 2.72
O 4.59 -2.77 3.81
O 2.89 -3.08 2.34
C 3.55 -1.03 -1.70
O 3.94 -0.46 -2.73
O 2.45 -1.60 -1.46
H 7.94 0.37 -0.06
H 6.10 0.03 -1.37
H 6.55 -1.43 2.68
O 0.53 -1.24 1.44
N -0.44 -1.90 2.17
C -1.68 -1.32 2.31
C -2.89 -1.93 2.08
C -3.16 -3.06 1.27
C -2.22 -3.77 0.49
C -0.86 -3.75 0.70
S 0.40 -4.21 -0.40
H -1.63 -0.32 2.74
H -3.75 -1.40 2.47
H -4.21 -3.29 1.11
H -2.58 -4.34 -0.36
C 0.43 -3.48 4.29
C -0.14 -4.10 3.04
O -0.34 -5.30 2.95
N -0.43 -3.26 1.97
Te -0.57 -0.23 -0.87
C -1.67 0.58 -2.55
C -2.87 -0.03 -2.94
C -3.43 -1.26 -2.24
C -3.61 0.52 -4.00
C -3.18 1.64 -4.69
C -3.98 2.22 -5.83
C -1.97 2.22 -4.31
C -1.21 1.71 -3.27
C 0.11 2.38 -2.95
C -0.58 1.58 0.25
C 0.63 2.04 0.79
C 1.95 1.35 0.53
C 0.63 3.16 1.62
C -0.54 3.83 1.95
C -0.53 5.02 2.88
C -1.73 3.36 1.42
C -1.78 2.24 0.58
C -3.15 1.78 0.13
H -0.31 -3.57 5.08
H 0.72 -2.44 4.16
H 1.31 -4.07 4.55
H -2.65 -1.94 -1.90
H -4.10 -1.81 -2.91
H -3.99 -0.98 -1.35
H -4.54 0.04 -4.29
H -4.97 1.76 -5.88
H -3.49 2.05 -6.79
H -4.12 3.30 -5.72
H -1.60 3.08 -4.86
H 0.40 3.06 -3.75
H 0.90 1.63 -2.82
H 0.06 2.94 -2.01
H 1.97 0.38 1.03
H 2.78 1.95 0.91
H 2.11 1.16 -0.53
H 1.57 3.50 2.03
H 0.48 5.43 2.98
H -0.86 4.73 3.89
H -1.20 5.81 2.53
H -2.67 3.86 1.66
H -3.81 2.64 -0.02
H -3.60 1.12 0.88
H -3.11 1.21 -0.80
*
```